Entry 1:
Here is C22H26N6O4 in the gas phase at a distorted geometry from OMol25. Energies are from wB97M-V/def2-TZVPD.

Each line ends with the Löwdin charge.
CARTESIAN COORDINATES (ANGSTROEM)
C -2.706 7.552 0.062  -0.090
H -3.055 8.520 0.419  0.092
O -1.302 7.640 0.034  -0.081
C -0.591 6.547 -0.358  -0.273
C -1.145 5.342 -0.768  -0.029
C -0.304 4.299 -1.121  -0.007
C 1.071 4.438 -1.084  -0.161
C 1.639 5.673 -0.718  -0.208
C 0.795 6.705 -0.343  0.068
H 1.178 7.665 -0.039  0.118
O 2.986 5.768 -0.803  -0.075
C 3.611 6.930 -0.315  -0.070
H 3.337 7.811 -0.906  0.096
H 3.365 7.102 0.736  0.102
H 4.680 6.748 -0.410  0.096
N 1.896 3.341 -1.418  0.135
C 2.891 2.878 -0.637  -0.458
O 3.263 3.344 0.410  0.098
C 3.565 1.617 -1.243  -0.016
N 2.594 0.633 -1.595  -0.190
N 1.723 0.796 -2.566  0.041
N 0.952 -0.234 -2.566  0.096
C 1.374 -1.033 -1.565  -0.297
N 2.418 -0.488 -0.940  0.193
C 0.756 -2.292 -1.212  -0.180
C -0.301 -2.784 -1.973  -0.021
C -0.912 -3.970 -1.616  -0.029
C -0.481 -4.682 -0.505  -0.224
C 0.583 -4.190 0.246  -0.024
C 1.198 -3.005 -0.099  -0.016
H 2.019 -2.614 0.483  0.109
H 0.908 -4.745 1.113  0.117
C -1.146 -5.965 -0.088  -0.161
N -1.496 -5.922 1.322  -0.176
C -1.924 -7.213 1.830  -0.173
C -2.174 -7.093 3.333  -0.199
O -3.152 -6.120 3.617  -0.133
C -2.761 -4.868 3.104  -0.194
C -2.524 -4.932 1.596  -0.161
H -2.184 -3.960 1.235  0.125
H -3.473 -5.189 1.090  0.133
H -3.570 -4.174 3.339  0.126
H -1.836 -4.534 3.598  0.128
H -2.550 -8.033 3.740  0.125
H -1.230 -6.828 3.832  0.126
H -1.135 -7.947 1.650  0.124
H -2.850 -7.559 1.335  0.130
H -0.444 -6.794 -0.226  0.131
H -2.028 -6.158 -0.726  0.126
H -1.737 -4.345 -2.205  0.112
H -0.634 -2.222 -2.832  0.107
H 4.238 1.187 -0.501  0.135
H 4.122 1.917 -2.135  0.136
H 1.586 2.756 -2.190  0.111
H -0.726 3.353 -1.426  0.119
H -2.211 5.194 -0.809  0.100
H -3.117 7.365 -0.935  0.095
H -3.046 6.770 0.748  0.096

Cartesian forces, eV/Å:
-0.2 0.0 0.0
0.0 -0.1 0.0
0.3 0.0 0.0
0.1 -0.2 -0.1
-0.3 0.3 0.1
0.4 0.1 0.1
0.0 0.1 0.2
-0.2 -0.1 -0.1
0.1 0.1 0.1
0.1 0.1 0.0
-0.4 -0.2 -0.2
0.1 0.2 0.1
0.0 0.0 0.0
0.0 0.0 0.0
-0.1 0.1 0.0
-0.4 0.2 -0.5
0.3 -0.7 -0.1
0.1 0.0 0.3
0.5 0.9 0.4
-0.6 -0.8 -0.4
0.4 0.5 -0.3
-0.4 -0.4 -0.1
0.6 0.8 0.0
-0.1 -0.5 0.3
-0.3 -0.5 0.1
0.2 0.2 0.1
0.0 -0.1 0.1
0.0 0.1 -0.2
0.0 0.0 -0.1
-0.1 0.1 -0.2
0.1 0.0 0.1
0.0 0.0 0.1
0.0 -0.1 0.1
0.0 -0.1 -0.1
0.0 0.0 0.3
0.1 -0.3 -0.2
-0.2 -0.1 0.0
0.0 0.3 -0.3
0.0 0.1 0.4
-0.1 0.0 0.0
0.1 0.0 0.0
0.1 0.0 0.0
-0.1 0.0 0.0
0.1 0.0 0.0
-0.1 -0.1 0.0
0.0 0.0 0.0
0.1 0.0 0.0
-0.1 0.0 0.0
0.1 0.0 0.0
-0.1 0.0 0.0
-0.1 0.0 -0.1
-0.2 0.1 -0.1
0.0 -0.1 0.1
0.2 0.2 0.2
0.0 -0.1 0.0
-0.1 0.0 0.0
0.0 0.0 0.0
0.0 0.0 0.0

- orbital gap (eV) = 8.74
- HOMO level (eV) = -8.12
- energy relative to the best compared isomer or geometry (same formula, charge and spin) (kcal/mol) = 80.6
- E_tot (eV) = -40365.0307

Entry 2:
Here is C5H7N in the gas phase at a distorted geometry from OMol25. Energies are from wB97M-V/def2-TZVPD.

Each line ends with the Löwdin charge.
CARTESIAN COORDINATES (ANGSTROEM)
C -0.282 0.811 -1.155  -0.074
C -0.063 -0.630 -0.817  -0.162
C 1.042 0.356 -0.635  -0.134
C 0.583 -0.483 0.502  -0.251
N -0.216 0.106 1.582  -0.107
C -1.493 -0.131 1.829  0.006
H -0.308 1.047 -2.218  0.105
H -0.937 1.439 -0.546  0.097
H -0.116 -1.494 -1.459  0.129
H 2.011 0.362 -1.111  0.125
H 1.262 -1.277 0.823  0.148
H 0.257 0.827 2.122  0.116
H -1.739 -0.931 1.082  0.002

Cartesian forces, eV/Å:
-0.1 0.1 -0.1
-0.1 -0.2 -0.3
0.2 0.0 -0.1
-0.1 0.0 0.2
-0.7 0.0 0.2
1.0 -0.2 -0.3
0.0 0.0 0.2
0.2 -0.2 0.0
0.1 0.1 0.0
-0.1 0.1 0.1
-0.2 0.2 0.0
-0.1 -0.2 -0.1
-0.2 0.3 0.3

- orbital gap (eV) = 9.22
- HOMO level (eV) = -8.25
- energy relative to the best compared isomer or geometry (same formula, charge and spin) (kcal/mol) = 101.8
- E_tot (eV) = -6784.0986

> Which of these has the lowest HOMO level?

C5H7N

> Look up the E_tot of the first one.

-40365.0307 eV

> The lowest orbital gap belongs to which entry?

C22H26N6O4